{
  "formula": "C17H16ClNO2",
  "method": "ωB97M-V/def2-TZVPD",
  "species": ["C", "H", "O", "C", "N", "C", "O", "C", "C", "C", "C", "C", "C", "H", "H", "H", "H", "C", "H", "H", "C", "C", "C", "C", "C", "C", "C", "H", "H", "Cl", "H", "H", "H", "H", "H", "H", "H"],
  "positions_angstrom": [[2.642747, -0.536964, 0.347570], [2.188186, 0.420221, 0.618607], [1.696051, -1.414432, -0.231142], [0.958055, -0.874765, -1.297026], [0.038546, 0.168921, -0.886569], [0.245800, 1.371481, -1.501968], [-0.398362, 2.377663, -1.306985], [1.372856, 1.153227, -2.441263], [1.980403, 2.029451, -3.321261], [3.014881, 1.546397, -4.108829], [3.423698, 0.224015, -4.014519], [2.810793, -0.656154, -3.131078], [1.779922, -0.175747, -2.351856], [3.131287, -1.684366, -3.056091], [4.231703, -0.128807, -4.638047], [3.509754, 2.206443, -4.805462], [1.650102, 3.054429, -3.383490], [-1.070850, -0.071689, 0.000044], [-1.791919, 0.731650, -0.176235], [-1.529647, -1.031235, -0.260039], [-0.666049, -0.078451, 1.483388], [-1.881039, -0.276851, 2.340444], [-2.235448, -1.542160, 2.790258], [-3.374734, -1.734132, 3.551083], [-4.172278, -0.645570, 3.862275], [-3.840610, 0.625129, 3.420812], [-2.698364, 0.800390, 2.661832], [-2.436580, 1.789408, 2.315984], [-4.469838, 1.465095, 3.669992], [-5.598292, -0.875268, 4.815039], [-3.643248, -2.718536, 3.901176], [-1.611102, -2.389714, 2.547711], [-0.194482, 0.877873, 1.717843], [0.052141, -0.881306, 1.652971], [0.401829, -1.735560, -1.698461], [3.481619, -0.353470, -0.331180], [3.002469, -1.036614, 1.244473]],
  "atomic_forces_ev_per_a": [[0.114, 0.073, 0.040], [0.021, -0.006, 0.039], [-0.004, -0.248, -0.060], [-0.304, -0.187, -0.154], [0.177, -0.303, -0.006], [-0.111, 0.038, 0.071], [-0.045, 0.240, -0.046], [0.412, -0.380, -0.303], [-0.133, -0.033, 0.159], [0.000, 0.112, -0.031], [0.044, -0.126, 0.008], [-0.064, -0.010, 0.047], [-0.157, 0.493, 0.029], [0.057, -0.109, 0.001], [0.068, -0.017, -0.059], [0.039, 0.050, -0.058], [-0.037, 0.121, -0.017], [0.037, 0.094, 0.194], [0.003, -0.154, 0.011], [-0.039, 0.067, 0.010], [-0.161, -0.028, -0.211], [0.103, 0.005, 0.055], [-0.023, 0.108, -0.008], [-0.121, 0.021, 0.051], [0.183, 0.010, -0.119], [-0.084, -0.044, 0.046], [0.005, -0.116, 0.015], [0.039, 0.134, -0.041], [-0.072, 0.056, 0.040], [-0.171, -0.025, 0.117], [-0.048, -0.073, 0.047], [0.086, -0.094, -0.022], [0.065, -0.021, -0.009], [0.038, 0.075, 0.025], [0.093, 0.198, 0.067], [-0.036, 0.001, 0.068], [0.025, 0.077, 0.003]],
  "lowdin_charge": [-0.08, 0.09, -0.12, -0.26, 0.00, -0.39, 0.09, -0.07, 0.01, -0.07, -0.07, -0.01, -0.11, 0.12, 0.10, 0.10, 0.12, -0.11, 0.13, 0.14, -0.12, -0.24, -0.03, -0.10, -0.68, -0.10, -0.03, 0.12, 0.10, 0.66, 0.10, 0.12, 0.13, 0.11, 0.18, 0.09, 0.10],
  "smiles": "CO[C@@H]1c2ccccc2C(=O)N1CCc1ccc(Cl)cc1",
  "de_lowest_kj_mol": 20.20,
  "fmax_ev_per_a": 0.637,
  "orbital_gap_ev": 9.40
}

***

{
  "formula": "C10H37NO11",
  "method": "ωB97M-V/def2-TZVPD",
  "species": ["C", "C", "C", "O", "C", "N", "H", "H", "H", "H", "H", "H", "H", "H", "H", "H", "H", "O", "H", "H", "O", "H", "H", "O", "H", "H", "O", "H", "H", "C", "C", "O", "O", "H", "H", "H", "H", "H", "H", "C", "C", "O", "O", "H", "H", "H", "H", "H", "H", "C", "C", "O", "O", "H", "H", "H", "H", "H", "H"],
  "positions_angstrom": [[1.991514, 1.089306, 4.097197], [0.792324, 1.918206, 3.539527], [0.150494, 1.351616, 2.252557], [-1.014766, 2.164686, 1.998557], [-1.803486, 1.672666, 0.930237], [-0.165086, 1.881086, 4.602507], [1.857164, 0.029416, 4.313277], [2.363044, 1.510546, 5.031337], [2.866484, 1.180996, 3.453687], [1.169074, 2.932906, 3.410937], [-0.153706, 0.310216, 2.357667], [0.773564, 1.518306, 1.373867], [-2.318716, 0.755136, 1.214487], [-1.241396, 1.405796, 0.035287], [-2.642626, 2.352766, 0.783967], [-0.881466, 2.465556, 4.195947], [-0.602576, 0.970926, 4.620307], [-3.694856, -0.782534, -1.054363], [-4.516686, -0.849264, -1.540543], [-3.552236, 0.158436, -0.952113], [-3.398696, 1.140936, -0.569073], [-2.565826, 1.567906, -0.769713], [-3.884046, 1.789366, -0.058983], [-2.498506, -1.736824, 0.321647], [-3.013786, -1.177354, -0.259473], [-3.094876, -1.951684, 1.038877], [-0.946456, -0.406114, -0.867453], [-0.459226, 0.408386, -0.743243], [-1.802146, -0.236344, -0.473493], [-0.212076, -2.142654, -2.717653], [0.423934, -3.436844, -3.170643], [-0.511426, -4.533384, -3.139443], [-0.287006, -2.167554, -1.268683], [-1.099996, -1.861324, -3.283823], [0.537474, -1.356474, -2.808143], [1.231114, -3.719854, -2.495023], [0.873614, -3.237354, -4.143313], [-0.656226, -4.679584, -2.201753], [-0.449956, -1.289904, -0.915443], [0.530424, 2.165186, -2.171953], [1.769014, 1.312806, -2.530323], [2.897584, 1.597156, -1.689313], [0.039734, 1.769506, -0.927003], [-0.372186, 2.128016, -2.781893], [0.891654, 3.193566, -2.165063], [1.985414, 1.327156, -3.598533], [1.547354, 0.249606, -2.437663], [2.564004, 1.762846, -0.804513], [0.819464, 1.773736, -0.367003], [2.089344, -1.997814, -0.025533], [1.380844, -0.615914, 0.110217], [1.936734, -0.068184, 1.285617], [3.455004, -1.834574, -0.156263], [1.720194, -2.499924, -0.919793], [1.910974, -2.665934, 0.817027], [0.303484, -0.664114, 0.268547], [1.629604, -0.033074, -0.776643], [1.535774, -0.445024, 2.072277], [3.803654, -1.465144, 0.658327]],
  "atomic_forces_ev_per_a": [[1.027, 0.713, -0.787], [1.599, -2.396, 0.553], [-0.509, 2.449, -0.385], [-0.120, -0.081, -0.149], [0.046, -0.169, 2.965], [-1.173, 1.210, 0.039], [-0.589, -0.085, -0.258], [-0.528, 0.247, 0.132], [-0.028, -0.251, -0.361], [-0.297, 0.064, -0.246], [-0.070, -0.140, 0.067], [0.007, -0.298, 0.667], [0.318, -0.261, 0.646], [-0.796, 1.327, 1.460], [1.180, 0.921, 0.588], [-0.847, 0.286, 0.661], [0.059, -0.415, 0.184], [-5.735, -3.360, -7.056], [-0.083, -0.673, -0.190], [-1.160, -1.320, -1.332], [-0.136, 8.619, 0.551], [0.062, 0.391, -0.612], [-0.626, -0.171, -0.046], [3.443, -2.973, 5.356], [-0.373, -1.765, 0.764], [-0.050, -0.178, 0.224], [-6.375, 11.347, -0.025], [0.370, 0.247, -0.801], [0.308, -1.041, 0.325], [1.695, 0.235, 2.814], [-0.527, -0.075, 0.306], [0.496, 0.516, -0.690], [1.784, -9.847, -4.143], [-0.406, -0.218, 0.226], [0.231, 0.271, -1.310], [0.217, 0.387, -0.006], [-0.379, -0.757, -0.427], [-0.211, 0.014, 0.159], [1.091, -3.394, -0.118], [0.932, 0.064, -1.479], [-0.696, -0.824, -0.441], [-0.682, 0.539, -1.097], [2.023, 2.063, 0.122], [0.576, -0.321, -0.793], [-0.236, 0.289, 0.238], [0.616, 0.927, 0.119], [-0.361, -0.008, 0.174], [0.449, -0.093, 0.281], [-0.183, 0.105, 0.877], [-1.140, 0.048, -0.932], [0.870, -2.656, 1.570], [2.228, 0.777, 0.115], [1.423, 0.267, -0.291], [0.246, 0.106, 0.327], [-0.642, 0.142, 0.315], [1.415, -0.478, 0.564], [0.189, -0.189, 0.768], [0.050, -0.306, -0.261], [0.010, 0.173, 0.077]],
  "lowdin_charge": [-0.07, -0.40, -0.16, -0.14, -0.13, 0.04, 0.08, 0.08, 0.07, 0.15, 0.14, 0.10, 0.12, 0.05, 0.11, 0.06, 0.08, 0.06, 0.12, -0.24, 0.08, 0.09, 0.14, -0.04, -0.24, 0.05, 0.04, 0.00, 0.06, -0.20, -0.23, -0.07, -0.14, 0.12, 0.09, 0.11, 0.11, 0.08, -0.30, -0.15, -0.20, -0.03, -0.13, 0.14, 0.13, 0.13, 0.08, 0.07, 0.08, -0.22, -0.19, -0.12, -0.04, 0.09, 0.13, 0.11, 0.09, 0.07, 0.08],
  "fmax_ev_per_a": 13.016,
  "orbital_gap_ev": 7.79
}